{
  "formula": "C11H43F5N2O21S3Y",
  "method": "ωB97M-V/def2-TZVPD",
  "max_force_ha_per_bohr": 0.1468,
  "e_homo_ev": -11.25,
  "total_charge": 1,
  "e_tot_ha": -3866.4355,
  "symbols": ["Y", "C", "F", "F", "F", "S", "O", "O", "O", "N", "S", "O", "O", "F", "S", "O", "O", "F", "O", "H", "H", "O", "H", "H", "O", "H", "H", "O", "H", "H", "O", "H", "H", "O", "H", "H", "O", "H", "H", "C", "C", "O", "O", "H", "H", "H", "H", "H", "H", "C", "C", "O", "O", "H", "H", "H", "H", "H", "H", "C", "C", "O", "O", "H", "H", "H", "H", "H", "H", "C", "C", "C", "O", "C", "N", "H", "H", "H", "H", "H", "H", "H", "H", "H", "H", "H"],
  "xyz": [[0.788, -3.514, 0.864], [4.145, -6.448, -1.101], [4.487, -7.042, -2.217], [3.252, -7.169, -0.420], [5.230, -6.295, -0.334], [3.449, -4.752, -1.456], [2.534, -4.509, -0.281], [4.546, -3.839, -1.356], [2.753, -4.847, -2.685], [0.780, -1.500, 0.020], [1.986, -0.709, -0.695], [2.420, 0.492, -0.084], [2.212, -0.915, -2.071], [3.074, -1.719, -0.055], [-0.317, -0.203, -0.380], [-0.589, 0.029, -1.746], [-0.402, 0.859, 0.542], [-1.566, -1.145, -0.008], [5.290, -2.959, 1.105], [5.898, -3.695, 1.237], [4.882, -3.126, 0.233], [-1.517, -4.024, 0.933], [-1.902, -4.610, 1.602], [-2.256, -3.479, 0.615], [-1.175, -1.238, -4.645], [-1.723, -1.275, -3.857], [-1.279, -0.318, -4.973], [-3.901, -1.544, 1.299], [-4.534, -0.832, 1.132], [-4.178, -2.226, 0.678], [2.687, -3.074, 2.211], [3.036, -2.225, 2.531], [3.445, -3.682, 2.247], [1.994, -1.784, -4.734], [1.919, -1.585, -3.796], [2.925, -1.651, -4.938], [-0.060, -2.085, 2.610], [-0.866, -1.970, 3.134], [0.534, -1.377, 2.904], [1.751, 3.450, 3.148], [2.457, 3.314, 1.826], [1.598, 3.700, 0.757], [0.490, 2.767, 3.084], [1.478, 4.514, 3.206], [2.345, 3.243, 4.040], [2.726, 2.262, 1.654], [3.363, 3.911, 1.758], [0.790, 3.191, 0.905], [-0.163, 3.256, 3.588], [-2.197, 2.208, -4.759], [-1.467, 3.023, -3.735], [-0.761, 4.065, -4.439], [-1.382, 1.317, -5.476], [-2.780, 2.824, -5.447], [-2.940, 1.617, -4.214], [-0.745, 2.399, -3.192], [-2.105, 3.520, -2.997], [-0.156, 4.517, -3.845], [-0.696, 1.807, -5.942], [4.845, 0.480, 3.326], [4.771, 0.544, 1.819], [5.757, -0.256, 1.228], [4.721, -0.879, 3.789], [4.087, 1.137, 3.763], [5.798, 0.839, 3.729], [4.857, 1.585, 1.496], [3.762, 0.247, 1.501], [5.473, -1.183, 1.230], [5.589, -1.270, 3.652], [-7.558, 2.956, 1.906], [-6.760, 2.785, 0.636], [-5.318, 2.404, 0.903], [-4.655, 2.186, -0.320], [-3.331, 1.750, -0.173], [-7.388, 1.752, -0.214], [-7.878, 2.032, 2.383], [-8.403, 3.612, 1.690], [-7.001, 3.502, 2.677], [-6.735, 3.712, 0.046], [-5.363, 1.436, 1.433], [-4.859, 3.197, 1.503], [-3.255, 0.862, 0.477], [-2.698, 2.534, 0.252], [-2.989, 1.368, -1.135], [-6.814, 1.597, -1.037], [-8.261, 2.152, -0.542]]
}

=====

{
  "formula": "C11H43MgNO13Pt",
  "method": "ωB97M-V/def2-TZVPD",
  "max_force_ha_per_bohr": 0.0706,
  "e_homo_ev": [-17.99, -17.84],
  "total_charge": 3,
  "e_tot_ha": -1795.7842,
  "multiplicity": 4,
  "symbols": ["Pt", "Mg", "O", "C", "C", "O", "H", "H", "H", "H", "C", "C", "C", "C", "C", "C", "N", "O", "C", "C", "C", "H", "H", "H", "H", "H", "H", "H", "H", "H", "H", "H", "H", "H", "H", "H", "H", "H", "H", "H", "O", "H", "H", "O", "H", "H", "O", "H", "H", "O", "H", "H", "O", "H", "H", "O", "H", "H", "O", "H", "H", "O", "H", "H", "O", "H", "H", "O", "H", "H"],
  "xyz": [[-2.010, -2.332, -3.338], [-4.483, 0.150, -4.703], [-3.256, -0.224, -3.208], [-2.093, 0.656, -3.031], [-0.741, 0.220, -2.367], [-0.201, -0.967, -2.898], [-2.496, 1.502, -2.476], [-1.799, 0.965, -4.035], [-0.991, -0.052, -1.342], [-0.064, 1.074, -2.357], [2.975, 0.369, 4.692], [2.364, -0.798, 3.860], [1.521, -1.624, 4.867], [0.184, -1.017, 5.297], [-0.702, -0.891, 4.062], [0.051, -0.090, 3.012], [1.464, -0.435, 2.810], [2.084, 0.361, 1.905], [-0.743, -0.267, 1.576], [0.027, 1.424, 3.325], [3.539, -1.696, 3.356], [2.292, 1.218, 4.662], [3.951, 0.726, 4.365], [3.072, 0.216, 5.767], [1.433, -2.565, 4.325], [2.123, -1.743, 5.768], [0.362, -0.120, 5.891], [-0.178, -1.767, 6.000], [-1.632, -0.379, 4.308], [-0.939, -1.853, 3.607], [-1.830, -0.189, 1.619], [-0.357, 0.446, 0.847], [-0.448, -1.241, 1.188], [-0.917, 1.854, 2.990], [0.115, 1.735, 4.366], [0.796, 1.959, 2.768], [4.055, -1.270, 2.496], [3.314, -2.738, 3.128], [4.246, -1.854, 4.170], [2.472, -0.249, 1.274], [-4.085, -0.073, -0.279], [-4.568, 0.739, -0.127], [-3.639, 0.066, -1.114], [0.776, -1.410, -5.698], [0.105, -1.425, -6.380], [0.311, -1.127, -4.910], [-1.894, 3.425, -5.875], [-2.725, 2.999, -5.667], [-1.237, 2.738, -5.765], [-4.355, 3.542, -4.233], [-3.651, 3.869, -3.674], [-4.965, 3.118, -3.629], [2.233, -0.617, -0.956], [2.494, 0.239, -1.296], [1.278, -0.622, -1.025], [2.394, -2.072, -3.542], [1.681, -1.574, -3.141], [3.135, -1.948, -2.949], [2.979, 1.820, -1.898], [2.282, 2.471, -1.975], [3.451, 2.066, -1.103], [-5.196, -2.337, -1.284], [-4.789, -2.102, -2.118], [-4.869, -1.685, -0.665], [0.853, 3.455, -2.171], [-0.020, 3.804, -1.990], [0.691, 2.621, -2.611], [1.503, -3.135, -0.593], [1.016, -2.816, -1.352], [2.254, -2.545, -0.524]]
}